[1]
The following is a DFT calculation (ωB97M-V with the def2-TZVPD basis set) of a cluster of 5 separate species, C25H25N5 in total in a non-equilibrium geometry.

Positions of all 55 atoms, in Å:
C 1.62 3.32 -2.81
C 0.98 4.46 -2.45
C -0.01 4.90 -3.39
N -0.45 4.35 -4.53
C 0.29 3.18 -4.78
C 1.33 2.61 -3.94
H 2.49 3.12 -2.21
H 1.15 5.04 -1.55
H -0.35 5.92 -3.24
H 0.15 2.60 -5.68
H 1.93 1.74 -4.15
C -2.36 0.57 -5.37
C -1.50 -0.19 -4.54
C -0.46 -0.90 -5.20
N -0.34 -1.16 -6.51
C -1.19 -0.42 -7.23
C -2.23 0.39 -6.73
H -3.13 1.14 -4.88
H -1.61 -0.20 -3.47
H 0.18 -1.49 -4.56
H -1.19 -0.54 -8.30
H -2.97 0.81 -7.40
C -2.49 -1.23 4.20
C -3.43 -1.79 3.26
C -3.15 -3.02 2.62
N -2.04 -3.68 2.85
C -1.06 -3.09 3.59
C -1.30 -1.95 4.33
H -2.73 -0.49 4.95
H -4.38 -1.36 2.99
H -3.91 -3.62 2.14
H -0.16 -3.69 3.59
H -0.60 -1.59 5.07
C 1.90 -0.27 5.66
C 2.68 -0.66 4.56
C 2.95 -2.06 4.43
N 2.53 -2.99 5.34
C 1.97 -2.47 6.48
C 1.61 -1.14 6.74
H 1.59 0.76 5.73
H 2.95 0.01 3.76
H 3.50 -2.47 3.60
H 1.80 -3.23 7.23
H 1.24 -0.67 7.64
C 1.92 -0.11 0.42
C 0.89 -0.46 1.29
C -0.49 -0.20 1.05
N -0.87 0.32 -0.18
C 0.13 0.70 -1.01
C 1.50 0.46 -0.80
H 2.96 -0.35 0.58
H 1.32 -0.91 2.18
H -1.13 -0.20 1.92
H -0.29 1.24 -1.84
H 2.21 0.96 -1.44

Results
E_tot (eV): -33777.3630
SMILES: c1ccncc1.c1ccncc1.c1ccncc1.c1ccncc1.c1ccncc1

---

[2]
The following is a DFT calculation (ωB97M-V with the def2-TZVPD basis set) of a cluster of 2 separate species, C25H25OS in total in a non-equilibrium geometry.

Positions of all 52 atoms, in Å:
C 1.89 1.43 3.41
C 1.39 -0.03 3.46
C -0.11 -0.25 3.39
S -0.87 0.65 2.03
C -0.54 2.23 2.82
C 0.94 2.56 2.93
H 2.25 1.70 4.41
H 2.78 1.45 2.76
H 1.88 -0.60 2.66
H 1.74 -0.49 4.39
H -0.35 -1.30 3.18
H -0.62 0.06 4.30
H -1.07 2.96 2.20
H -1.02 2.19 3.81
H 1.03 3.42 3.61
H 1.30 2.94 1.97
C 5.35 -1.46 -1.72
O 4.63 -0.37 -1.10
C 3.29 -0.49 -0.94
C 2.64 0.64 -0.38
C 1.28 0.63 -0.22
C 0.49 -0.46 -0.64
C -0.95 -0.33 -0.68
C -1.87 -1.45 -0.78
C -3.10 -0.98 -1.35
C -4.03 -1.87 -1.88
C -3.73 -3.23 -1.85
C -2.59 -3.71 -1.19
C -1.68 -2.82 -0.60
C -2.98 0.44 -1.57
C -1.66 0.85 -1.16
C -1.23 2.13 -1.49
C -2.08 2.97 -2.23
C -3.34 2.53 -2.66
C -3.81 1.26 -2.31
C 1.16 -1.61 -1.15
C 2.54 -1.64 -1.30
H 6.39 -1.12 -1.72
H 5.25 -2.39 -1.13
H 5.01 -1.63 -2.75
H 3.25 1.49 -0.09
H 0.80 1.50 0.22
H -4.93 -1.46 -2.35
H -4.40 -3.93 -2.35
H -2.40 -4.78 -1.14
H -0.83 -3.17 -0.02
H -0.24 2.47 -1.20
H -1.73 3.97 -2.50
H -3.97 3.19 -3.27
H -4.78 0.88 -2.64
H 0.58 -2.46 -1.48
H 3.04 -2.52 -1.69

Results
Total charge: +1
E_tot (eV): -39206.1704

---

[3]
The following is a DFT calculation (ωB97M-V with the def2-TZVPD basis set) of a structure of composition C25H25PRhSbSe2Te2.

Positions of all 57 atoms, in Å:
Rh -0.08 -0.49 -0.13
C 5.81 -1.51 -1.51
C 4.82 -2.28 -0.91
C 3.63 -1.69 -0.51
C 3.39 -0.33 -0.71
C 4.40 0.44 -1.29
C 5.60 -0.15 -1.69
P 1.87 0.46 -0.06
C 1.92 2.07 -0.89
C 1.95 3.26 -0.16
C 2.03 4.47 -0.82
C 2.10 4.51 -2.21
C 2.05 3.33 -2.93
C 1.94 2.12 -2.28
C 2.21 0.67 1.70
C 3.36 1.20 2.23
C 3.51 1.27 3.63
C 2.52 0.79 4.45
C 1.34 0.22 3.93
C 0.30 -0.29 4.75
C -0.82 -0.81 4.17
C -0.96 -0.87 2.76
C 0.02 -0.41 1.92
C 1.18 0.16 2.52
H 6.73 -1.96 -1.82
H 4.97 -3.33 -0.74
H 2.89 -2.29 -0.02
H 4.26 1.50 -1.45
H 6.36 0.46 -2.14
H 1.89 3.23 0.92
H 2.05 5.39 -0.25
H 2.18 5.46 -2.72
H 2.07 3.35 -4.02
H 1.86 1.20 -2.85
H 4.15 1.57 1.58
H 4.41 1.69 4.05
H 2.64 0.84 5.53
H 0.41 -0.25 5.82
H -1.62 -1.19 4.80
H -1.88 -1.27 2.35
Se -0.26 -0.99 -2.58
Te -1.74 0.71 -3.78
Te -1.65 2.77 -1.97
Se -1.51 1.41 0.18
C 1.43 -3.61 1.87
Sb 0.38 -3.02 0.11
C 1.20 -4.28 -1.39
C -1.46 -4.02 0.47
H 1.69 -4.67 1.83
H 0.79 -3.42 2.73
H 2.33 -3.01 1.99
H 1.39 -5.27 -0.98
H 2.13 -3.85 -1.77
H 0.49 -4.34 -2.21
H -1.26 -5.08 0.60
H -2.11 -3.87 -0.39
H -1.93 -3.62 1.36

Results
E_tot (eV): -190446.6392

---

[4]
The following is a DFT calculation (ωB97M-V with the def2-TZVPD basis set) of a structure of composition C25H26AsFN2O3PtS.

Positions of all 60 atoms, in Å:
Pt -0.69 -0.31 0.40
C -7.07 1.65 -2.91
C -6.11 1.07 -1.91
C -5.13 0.16 -2.29
C -4.24 -0.37 -1.37
C -4.34 0.02 -0.04
C -5.31 0.93 0.37
C -6.19 1.45 -0.56
S -3.28 -0.62 1.17
O -4.03 -1.16 2.25
O -2.27 0.49 1.47
N -2.19 -1.62 0.57
C -2.20 -2.93 0.09
C -3.03 -3.61 -0.69
C -2.30 -4.79 -1.28
C -0.12 -4.90 -1.78
C 0.85 -3.79 -1.61
C 2.04 -3.43 -2.10
C 2.61 -2.12 -1.78
C 1.93 -1.14 -1.17
N 0.55 -1.42 -0.79
C 0.07 -2.85 -0.77
H -7.13 1.02 -3.80
H -6.74 2.64 -3.22
H -8.07 1.75 -2.49
H -5.07 -0.15 -3.33
H -3.48 -1.07 -1.67
H -5.39 1.22 1.41
H -6.94 2.15 -0.25
H -4.03 -3.32 -0.96
H -2.88 -5.69 -1.48
H 0.26 -5.84 -2.16
H 2.61 -4.10 -2.73
H 3.63 -1.92 -2.06
H 2.28 -0.16 -0.90
F -1.69 -5.42 -3.57
C -1.43 -4.49 -2.60
C -1.55 -3.16 -3.25
C -1.11 -1.92 -2.88
C -0.43 -1.85 -1.66
C -0.84 -3.57 0.21
C -0.99 -4.95 -0.49
H -1.99 -3.23 -4.24
H -1.24 -1.06 -3.52
H -0.44 -3.60 1.22
H -0.88 -5.80 0.18
C 1.77 3.49 1.89
As 1.37 1.63 1.87
C 2.96 0.58 2.00
C 0.22 1.22 3.33
O 0.63 1.26 0.37
H 2.29 3.73 2.81
H 0.83 4.04 1.83
H 2.39 3.74 1.03
H 3.47 0.77 2.94
H 3.62 0.85 1.17
H 2.69 -0.47 1.94
H 0.68 1.59 4.25
H 0.06 0.15 3.41
H -0.74 1.72 3.18

Results
Total charge: +2
E_tot (eV): -113087.1040

---

[5]
The following is a DFT calculation (ωB97M-V with the def2-TZVPD basis set) of a structure of composition C25H26B2Br60O6 in a non-equilibrium geometry.

Positions of all 119 atoms, in Å:
C 9.11 0.43 1.26
B 9.11 1.84 0.53
O 10.16 2.10 -0.34
C 8.04 3.00 0.74
C 6.67 3.01 0.70
B 5.73 1.75 0.47
O 4.98 1.32 1.59
O 5.54 1.08 -0.71
C 6.29 4.49 0.94
O 5.17 4.78 0.74
O 7.39 5.28 1.31
C 8.52 4.44 1.02
O 9.59 4.89 1.03
H 9.82 0.40 2.13
H 9.52 -0.31 0.53
H 8.11 0.06 1.56
H 9.79 2.74 -0.99
H 5.55 1.54 2.35
H 4.76 0.51 -0.58
C 4.87 -2.77 -2.31
Br 6.48 -1.72 -2.12
Br 3.40 -2.00 -1.32
Br 4.41 -3.04 -4.17
H 5.07 -3.74 -1.89
C 5.78 8.08 -1.30
Br 7.62 8.00 -0.73
Br 5.17 9.91 -1.49
Br 5.49 7.06 -2.92
H 5.18 7.62 -0.52
C -0.96 -2.25 -1.71
Br -2.88 -2.13 -1.84
Br -0.32 -1.65 0.01
Br -0.32 -4.02 -2.13
H -0.55 -1.58 -2.46
C 0.50 2.20 0.34
Br 2.33 1.99 0.89
Br -0.74 1.97 1.81
Br 0.23 3.88 -0.57
H 0.29 1.41 -0.38
C 6.93 4.14 5.23
Br 6.86 5.89 6.05
Br 5.49 2.99 5.83
Br 6.94 4.26 3.30
H 7.86 3.68 5.55
C -0.33 0.05 4.82
Br -2.21 -0.09 4.40
Br -0.04 0.59 6.65
Br 0.63 -1.57 4.39
H 0.08 0.84 4.19
C 7.31 3.40 -3.76
Br 6.16 2.06 -4.53
Br 7.05 3.55 -1.84
Br 9.16 3.10 -4.19
H 7.03 4.35 -4.20
C -7.08 -3.47 -2.94
Br -6.97 -3.68 -1.02
Br -7.26 -1.62 -3.44
Br -5.61 -4.32 -3.85
H -7.99 -3.98 -3.26
C -3.80 4.04 0.41
Br -3.64 5.83 1.14
Br -5.27 3.08 1.20
Br -3.89 4.05 -1.52
H -2.89 3.51 0.68
C -2.55 3.60 6.73
Br -2.82 5.31 7.59
Br -3.94 2.34 7.18
Br -2.33 3.79 4.82
H -1.62 3.20 7.12
C -9.89 0.84 -4.84
Br -9.81 2.62 -4.11
Br -11.35 -0.18 -4.10
Br -9.94 0.86 -6.77
H -8.97 0.34 -4.56
C -4.75 -4.57 2.35
Br -3.35 -3.28 2.04
Br -4.05 -6.36 2.49
Br -5.84 -4.10 3.88
H -5.40 -4.55 1.48
C 2.23 4.88 -4.71
Br 1.31 6.51 -4.22
Br 3.53 5.19 -6.11
Br 3.02 4.02 -3.18
H 1.49 4.20 -5.11
C -0.42 -7.64 4.62
Br 0.61 -8.45 3.20
Br -0.70 -5.75 4.31
Br -2.08 -8.58 4.93
H 0.17 -7.72 5.53
C 1.18 5.62 5.12
Br 2.93 5.75 5.92
Br 0.31 7.33 4.97
Br 1.28 4.72 3.41
H 0.57 5.01 5.77
C -9.78 3.58 -9.60
Br -8.17 4.63 -9.42
Br -11.25 4.35 -8.60
Br -10.25 3.29 -11.45
H -9.58 2.61 -9.17
C -5.95 -8.78 -0.85
Br -4.11 -9.08 -1.36
Br -6.30 -9.34 0.96
Br -6.49 -6.95 -1.15
H -6.56 -9.40 -1.49
C -10.76 -8.61 -1.14
Br -10.64 -8.82 0.77
Br -10.91 -6.75 -1.65
Br -9.30 -9.48 -2.06
H -11.68 -9.10 -1.46
C 2.27 -6.24 8.36
Br 3.30 -7.05 6.94
Br 1.99 -4.35 8.05
Br 0.61 -7.18 8.67
H 2.86 -6.33 9.27
C -3.46 -5.36 -7.72
Br -5.39 -5.24 -7.85
Br -2.82 -4.76 -6.00
Br -2.83 -7.14 -8.13
H -3.05 -4.70 -8.47

Results
E_tot (eV): -4242529.9383

---

[6]
The following is a DFT calculation (ωB97M-V with the def2-TZVPD basis set) of a structure of composition C25H26CdN4OS6Se in a non-equilibrium geometry.

Positions of all 64 atoms, in Å:
Cd 1.85 1.34 0.09
S 5.39 7.42 2.19
C 4.43 6.12 1.79
S 3.18 5.37 2.79
C 2.95 3.94 1.71
C 3.57 4.02 0.51
S 3.71 2.82 -0.65
S 4.70 5.30 0.29
S 1.96 2.62 2.40
N -0.04 4.75 0.66
C -0.14 5.47 1.92
C 0.17 6.96 1.75
N -0.65 7.62 0.71
C -0.57 6.89 -0.54
C -0.88 5.40 -0.38
H -0.36 3.76 0.77
H 0.93 4.76 0.43
H 0.54 5.01 2.59
H -1.13 5.31 2.37
H 1.23 7.04 1.51
H -0.04 7.53 2.66
H -1.56 7.67 1.11
H 0.32 7.11 -1.09
H -1.41 7.25 -1.21
H -0.65 4.90 -1.34
H -1.91 5.29 -0.09
C -1.43 0.08 1.73
N -1.53 -0.47 0.40
C -1.20 0.12 -0.77
Se -0.72 1.89 -1.15
N -1.54 -0.77 -1.76
C -2.18 -1.87 -1.23
C -2.59 -3.10 -1.77
C -3.15 -4.04 -0.96
C -3.19 -3.77 0.42
C -2.64 -2.67 0.98
C -2.17 -1.68 0.14
H -2.45 0.19 2.23
H -0.89 1.01 1.62
H -0.99 -0.67 2.37
H -1.57 -0.47 -2.72
H -2.30 -3.30 -2.78
H -3.35 -5.04 -1.27
H -3.55 -4.61 1.05
H -2.57 -2.58 2.03
C 1.33 -8.72 -1.56
C -0.09 -8.82 -1.95
O -0.71 -9.79 -2.42
S -1.03 -7.23 -1.77
C 0.06 -5.84 -1.28
C -0.30 -5.22 -0.10
C 0.30 -4.01 0.26
C 1.17 -3.36 -0.60
C 1.69 -4.12 -1.70
C 1.14 -5.38 -2.02
C 1.66 -2.03 -0.29
C 1.61 -0.79 -0.15
H 1.86 -9.58 -1.94
H 1.34 -8.74 -0.48
H 1.79 -7.82 -2.01
H -1.13 -5.60 0.59
H -0.01 -3.46 1.20
H 2.40 -3.63 -2.37
H 1.32 -5.82 -2.96

Results
E_tot (eV): -169275.1716

---

no.,LUMO (eV),HOMO energy (eV)
1,0.45,-9.379
2,-5.48,-11.003
3,-0.88,-6.324
4,-8.57,-14.358
5,-1.39,-9.957
6,-0.23,-6.785